Entry from the Open Molecules 2025 dataset: a cluster of 2 separate species, C2H9N2O in total (ωB97M-V with the def2-TZVPD basis set).

Each line ends with the Löwdin spin population.
Geometry (Å):
C  -2.11  0.13  0.33  0.634
C  -0.69  -0.07  0.65  0.085
N  0.16  1.09  0.28  0.049
N  -2.37  0.31  -1.05  0.134
H  -2.97  -0.05  0.95  0.040
H  -0.24  -0.91  0.13  0.023
H  -0.32  1.56  -0.48  0.002
H  0.14  1.73  1.06  0.001
H  -0.46  -0.27  1.69  0.001
H  -2.44  -0.59  -1.50  0.030
H  -3.29  0.71  -1.16  0.003
H  3.50  -1.41  0.43  0.000
H  4.79  -0.63  0.12  0.000
O  4.20  -1.32  -0.22  0.000

Gap between HOMO and LUMO (alpha / beta) = 8.554 / 9.932 eV
LUMO (alpha / beta) = 1.00 / 0.56 eV
Total charge = 0
ΔE to the lowest compared entry with this formula, charge and spin = 12.9 kJ/mol
E_tot = -7245.5646 eV
Multiplicity = 2